Formula: C14H10Cl3IrN3O3
Source: OMol25
Level of theory: ωB97M-V with the def2-TZVPD basis set

```
! wB97M-V def2-TZVPD RIJCOSX def2/J DEFGRID3
* xyz 1 5
Ir -0.7099 0.1324 -0.4167
O 3.0242 1.1056 1.0617
C 2.0453 0.9137 0.3825
N 0.8270 0.4827 0.8503
C 0.5797 0.3979 2.2651
C -0.9107 0.3889 2.4998
C -1.4404 0.3506 3.7781
C -2.8127 0.3765 3.9471
C -3.6349 0.4498 2.8306
C -3.0508 0.4841 1.5851
N -1.7176 0.4461 1.4221
C 2.0220 1.1460 -1.1097
C 3.1642 1.5219 -1.7831
C 3.0842 1.7293 -3.1542
C 1.8719 1.5456 -3.7969
C 0.7670 1.1651 -3.0533
N 0.8435 0.9834 -1.7364
H 1.0325 1.2469 2.7859
H 1.0321 -0.5066 2.6860
H -0.7733 0.3030 4.6280
H -3.2396 0.3446 4.9402
H -4.7106 0.4785 2.9211
H -3.6407 0.5392 0.6808
H 4.0836 1.6418 -1.2280
H 3.9610 2.0263 -3.7132
H 1.7730 1.6878 -4.8631
H -0.1966 0.9892 -3.5110
Cl 1.3379 -4.0062 -1.6646
C -0.4166 -3.7573 -1.7599
Cl -1.2602 -4.8968 -0.7178
Cl -0.9675 -3.9173 -3.4193
C -0.6219 -2.3257 -1.2528
O -0.7147 -2.1039 -0.0195
O -0.6304 -1.3632 -2.0650
*
```

**HOMO energy (alpha / beta)**: -11.56 / -13.25 eV
**<S²>**: 6.02
**Energy**: -2414.10252 a.u.

natural (NBO) population analysis, charges in e, atoms 1 to 6:
1. Ir 1.49
2. O -0.51
3. C 0.61
4. N -0.58
5. C -0.29
6. C 0.25

***

Formula: C14H10F5N4OReTe
Source: OMol25
Level of theory: ωB97M-V with the def2-TZVPD basis set

```
! wB97M-V def2-TZVPD RIJCOSX def2/J DEFGRID3
* xyz 1 4
Re 1.4420 -0.3305 0.3365
N -0.3031 -1.5738 0.3494
C -1.1569 -1.3305 -0.8166
C -1.4943 -2.3997 -1.6265
C -2.3019 -2.1912 -2.7316
C -2.7545 -0.9101 -3.0107
C -2.3968 0.1508 -2.1955
C -1.5895 -0.0307 -1.0724
C -1.2040 1.1200 -0.2178
C -2.0827 2.1933 -0.0652
C -1.7261 3.3191 0.6572
C -0.4759 3.4015 1.2576
C 0.3958 2.3330 1.1551
C 0.0396 1.1931 0.4297
H 0.0099 -2.5454 0.3273
H -0.8396 -1.4628 1.2107
H -1.1343 -3.3962 -1.3956
H -2.5714 -3.0223 -3.3678
H -3.3815 -0.7331 -3.8736
H -2.7271 1.1478 -2.4527
H -3.0684 2.1383 -0.5079
H -2.4307 4.1336 0.7560
H -0.1870 4.2834 1.8124
H 1.3616 2.3857 1.6441
F 3.5932 -2.2740 -2.6270
Te 3.7206 -0.9955 -1.3206
F 4.3825 0.1205 -2.6054
F 5.3021 -1.6916 -0.7440
F 2.7686 -2.2946 -0.2449
F 1.8074 -0.6169 -1.7880
O 3.4300 0.2430 -0.0293
N 0.2618 0.3530 6.6900
C 0.8485 0.0971 5.7329
N 1.5178 -0.2214 4.6468
C 1.4614 -0.2425 3.4408
N 1.4829 -0.3504 2.2465
*
```

**HOMO energy (alpha / beta)**: -12.22 / -12.37 eV
**<S²>**: 3.79
**ΔE to the lowest compared entry with this formula, charge and spin**: 0.0 kJ/mol
**Energy**: -1679.08952 a.u.

natural (NBO) population analysis, charges in e, atoms 1 to 6:
1. Re 1.61
2. N -0.78
3. C 0.08
4. C -0.22
5. C -0.18
6. C -0.18

***

Formula: C14H10MnN2OS2
Source: OMol25
Level of theory: ωB97M-V with the def2-TZVPD basis set

```
! wB97M-V def2-TZVPD RIJCOSX def2/J DEFGRID3
* xyz 0 6
Mn 0.1953 -0.2537 0.0890
S -0.9329 -0.4314 4.3406
C -2.0490 -1.4889 3.5902
C -1.9801 -1.4330 2.2324
C -1.0273 -0.5016 1.7160
C -0.3822 0.1156 2.7782
C 0.6939 1.0789 2.6467
C 1.2589 1.7847 3.7146
C 2.2843 2.6735 3.4785
C 2.7276 2.8730 2.1746
C 2.1257 2.1472 1.1694
N 1.1530 1.2627 1.3865
H -2.6954 -2.1007 4.2017
H -2.6237 -2.0411 1.6102
H 0.8779 1.6205 4.7136
H 2.7429 3.2120 4.2977
H 3.5196 3.5710 1.9442
H 2.4321 2.2690 0.1361
O 0.7815 0.2446 -1.7516
N 1.9561 -0.2469 -2.1352
C 2.5583 0.3385 -3.1923
C 3.7614 -0.1036 -3.6672
C 4.3691 -1.2000 -3.0532
C 3.7437 -1.7932 -1.9832
C 2.5264 -1.3051 -1.4850
S 1.7803 -1.9919 -0.0927
H 2.0107 1.1648 -3.6187
H 4.2159 0.3978 -4.5088
H 5.3181 -1.5725 -3.4137
H 4.1692 -2.6489 -1.4808
*
```

**HOMO energy (alpha / beta)**: -7.43 / -8.00 eV
**<S²>**: 8.76
**ΔE to the lowest compared entry with this formula, charge and spin**: 27.0 kJ/mol
**Energy**: -2671.61082 a.u.

natural (NBO) population analysis, charges in e, atoms 1 to 6:
1. Mn 1.41
2. S 0.39
3. C -0.40
4. C -0.28
5. C -0.48
6. C -0.33

***

Formula: C14H10N2OS
Source: OMol25
Level of theory: ωB97M-V with the def2-TZVPD basis set

```
! wB97M-V def2-TZVPD RIJCOSX def2/J DEFGRID3
* xyz 0 1
N -2.2246 2.6734 -0.5856
C -1.9085 1.5924 0.1802
C -0.6398 0.9468 0.2593
C 0.5197 1.1664 -0.6503
O 0.5045 2.0601 -1.4695
C 1.5355 0.0769 -0.8558
C 2.4470 0.1308 -1.8905
C 3.3870 -0.9099 -2.1850
C 3.3465 -1.9848 -1.3130
C 2.4735 -2.1070 -0.2967
C 1.4655 -1.1431 -0.1388
C 0.4349 -1.3643 0.9072
N 0.0897 -2.5065 1.4270
S -1.2863 -2.3744 2.4368
C -1.6182 -0.7789 1.7825
C -2.8677 -0.2162 1.6239
C -3.0662 1.1762 1.0274
C -0.4301 -0.0640 1.3518
H -2.8811 3.3751 -0.3290
H -1.3180 3.0413 -0.7835
H 2.3971 1.0372 -2.4339
H 4.1303 -0.7062 -3.0183
H 4.0252 -2.8456 -1.4715
H 2.3361 -3.0678 0.3052
H -3.7395 -0.8466 1.7318
H -3.2196 1.8163 1.7602
H -3.9249 1.3625 0.4650
H 0.0322 0.4596 2.1629
*
```

**HOMO energy**: -8.10 eV
**SMILES**: NC1=C2C(=O)c3ccccc3C3=NSC(=CC1)[C@@H]32
**ΔE to the lowest compared entry with this formula, charge and spin**: 295.0 kJ/mol
**Energy**: -1122.36607 a.u.

natural (NBO) population analysis, charges in e, atoms 1 to 6:
1. N -0.78
2. C 0.35
3. C -0.26
4. C 0.54
5. O -0.59
6. C -0.14